[1]
23
Properties=species:S:1:pos:R:3 method="wB97M-V/def2-TZVPD" charge=+1 multiplicity=2 e_lumo_ev="-4.072 / -7.626" total_energy_ha=-363.400234 homo_energy_ha="-0.43740 / -0.43560" gap_ev="7.8307 / 4.2276"
H 0.10824 -1.63056 1.19755
H -0.03196 0.03317 -1.64890
H 3.64527 -0.44918 -2.09865
H 3.20657 1.64778 -0.78640
C 2.55544 -0.73663 -2.06798
H 1.99434 1.68861 -2.15297
H 2.08245 -0.46676 -3.03535
C 0.56466 -0.39736 -0.81184
H 2.40576 -1.84924 -2.00871
N -2.99222 1.45140 1.31298
N 1.96610 -0.05854 -0.92337
H 0.43456 -1.49246 -0.87029
H -2.65259 2.43089 1.29859
H -3.76219 1.39338 0.59554
H 1.49879 1.94931 -0.38666
H 0.20876 -0.02767 0.14482
H -1.13512 -2.50877 1.99230
N -0.87560 -1.64671 1.47800
C 2.14582 1.38593 -1.05060
H -1.73293 0.52433 -0.20076
H -2.22781 -0.62138 2.69076
C -1.72793 -0.57081 1.73132
C -1.99300 0.51146 0.89841



[2]
23
Properties=species:S:1:pos:R:3 method="wB97M-V/def2-TZVPD" charge=+1 multiplicity=2 e_lumo_ev="-3.046 / -7.997" total_energy_ha=-363.416669 homo_energy_ha="-0.46437 / -0.46420" gap_ev="9.5897 / 4.6341"
H -2.81793 -0.73729 1.43673
C -0.91649 -1.45179 1.66700
H -1.43916 -2.23850 2.20240
H 1.77335 -1.72737 -0.30849
C 0.91530 1.96618 -1.01874
H 0.82011 2.89423 -1.58339
H 1.96475 1.64488 -1.11342
H -0.45749 1.03034 -2.58989
H -0.32065 -1.00998 2.47477
H 1.38418 -0.61239 -2.06740
N -0.07431 -1.93176 0.56058
C -0.14156 0.93225 -1.52686
H -0.99495 1.02982 -0.86173
H -1.87969 -0.11471 0.31417
N 0.92328 2.40639 0.39280
N -1.87158 -0.39813 1.28519
C 0.90750 -1.12269 -0.02186
C 0.51197 -0.46772 -1.42097
H -0.19765 -1.15465 -1.87889
H -0.69129 -2.57596 0.06505
H 0.04539 2.79272 0.71857
H 1.22492 -0.34112 0.70196
H 1.20660 1.63051 0.97193



[3]
23
Properties=species:S:1:pos:R:3 method="wB97M-V/def2-TZVPD" charge=+2 multiplicity=1 e_lumo_ev=-7.066 total_energy_ha=-363.129242 homo_energy_ha=-0.66845 smiles="C[C@@H]([NH3+])CC/[NH+]=C/N" gap_ev=11.1236
H 1.42126 2.09641 -1.60737
H 2.10614 2.53629 1.19678
H 2.14124 -0.26972 0.17645
C 1.60684 0.73722 0.11801
H -2.10082 -1.24786 -1.60964
N -3.57746 -2.12153 0.36519
H 3.05689 1.21050 1.61338
C -2.44012 -1.48246 0.38570
C 2.02239 1.26654 -1.22916
H 0.48364 -1.64671 -0.02068
H 0.04021 -0.81205 -1.56547
H -0.46873 1.41512 -0.42178
H -0.45127 0.60712 1.20773
H 1.32350 1.38185 2.20996
H -4.12144 -2.26466 -0.41669
H -2.05288 -1.15329 1.40710
H 1.88912 0.42313 -1.91812
C -0.22539 -0.79685 -0.54594
H 2.96618 1.72904 -1.54660
H -4.06364 -2.30031 1.33470
N 2.01263 1.50817 1.41916
N -1.59840 -1.36498 -0.71858
C 0.03008 0.54904 0.16590



[4]
26
Properties=species:S:1:pos:R:3 method="wB97M-V/def2-TZVPD" charge=+1 multiplicity=1 e_lumo_ev="-4.034 / -4.036" total_energy_ha=-568.489609 homo_energy_ha="-0.49305 / -0.49306" gap_ev="9.3822 / 9.3809"
H -0.84343 1.75061 2.75290
C -0.01478 1.44927 2.14705
H -0.13724 4.63889 1.43123
O 0.69609 -0.13662 0.50062
O 0.68932 -1.37702 0.59127
N -0.00090 -2.92483 -2.95971
H 1.16216 2.59512 0.75372
H -1.05938 -0.41103 1.45704
N -0.04647 -2.17843 -0.77072
H 0.80280 -3.38102 -3.41196
N 0.93192 -0.86719 -2.55387
H -1.19659 -3.48628 0.09268
N -0.41166 -3.41987 -0.52241
C -0.42625 3.73023 0.97181
H 0.79091 1.16153 2.83657
H 0.94624 3.28934 2.43993
H -0.67711 3.84669 -0.15233
H -0.62646 -2.50840 -3.74635
C 0.41439 -1.84176 -1.99492
C 0.56277 2.75258 1.57382
H -0.35736 -3.66391 -2.31918
C -0.46661 0.41718 1.13287
H 1.15141 -0.05654 -2.02489
H -0.91037 1.04545 0.30038
H -1.35347 3.38614 1.51872
H 0.38006 -3.81012 -0.04426



[5]
22
Properties=species:S:1:pos:R:3 method="wB97M-V/def2-TZVPD" charge=-1 multiplicity=2 e_lumo_ev="3.072 / 2.988" total_energy_ha=-329.402840 homo_energy_ha="0.04944 / -0.20590" gap_ev="1.7263 / 8.5904"
H 1.39407 2.32678 -1.04253
C 1.23810 1.33740 -0.60805
H 2.18213 0.81000 -0.48342
C -0.52405 -0.85810 0.48381
H 1.38043 -6.55096 -0.65980
H -1.50951 -0.52582 0.18298
O 2.28863 -6.30959 -0.93841
H -2.41923 3.03213 -0.58742
H -0.53341 -1.83427 0.95288
H -2.50552 1.35084 0.08180
H -0.92585 2.74791 1.37949
C -1.87658 2.09038 -0.40542
H -0.19937 3.40580 0.01476
H 0.13324 -1.19853 -0.32009
H -0.51627 0.59479 2.12526
N 0.41612 1.46796 0.56316
H 0.66259 0.80549 -1.37601
H 1.05346 -0.01963 1.79128
H 2.45581 -7.16795 -1.38656
H -1.70491 1.78883 -1.44260
C 0.12589 0.24151 1.30485
C -0.61575 2.46503 0.37006



[6]
22
Properties=species:S:1:pos:R:3 method="wB97M-V/def2-TZVPD" multiplicity=1 e_lumo_ev=0.850 total_energy_ha=-329.465284 homo_energy_ha=-0.31786 smiles=CCCCCN.O gap_ev=9.4991
H 0.14485 0.85411 -0.82070
H 0.20240 -0.46006 1.69196
H 3.80403 -0.08435 -1.40760
C 2.06405 0.08137 -0.13796
C 0.03697 0.55747 1.34364
H 2.72478 0.25687 0.72109
H -3.20839 -0.34504 1.21904
H -1.88717 -1.29667 1.54608
O -1.62066 -1.95988 -2.01210
H 2.64492 1.32186 -1.77873
N -2.23207 -0.35511 1.49978
H 0.40535 1.22288 2.13177
C 0.79444 0.90956 0.05814
H -1.94158 -1.51778 -2.80066
C 2.79048 0.29550 -1.46147
H 1.78066 -0.96246 0.04522
H -1.85042 1.63235 1.92922
H -1.33788 -1.17295 -1.50526
H 1.07302 1.96268 0.15794
H -1.68912 1.31886 0.27843
C -1.48128 0.84724 1.25914
H 2.42018 -0.37079 -2.25537



[7]
22
Properties=species:S:1:pos:R:3 method="wB97M-V/def2-TZVPD" multiplicity=1 e_lumo_ev=0.584 total_energy_ha=-329.447775 homo_energy_ha=-0.30293 smiles=CNCC(C)C.O gap_ev=8.8275
H -2.32050 -1.91966 3.29636
H -1.25635 0.69361 -0.22435
C 0.71818 0.78374 0.45894
H 1.21379 1.12019 -0.45985
H -1.52794 -3.27180 2.45165
H 0.35491 -1.59444 2.23272
H 0.51139 -1.45845 -1.34556
H 3.36656 3.86571 -3.54552
H -2.17867 -0.39487 1.23958
H 0.47056 1.66887 1.04721
H 0.03422 -0.05810 -2.22793
C -0.29202 -0.72836 -1.39835
H 1.46940 0.11920 0.92284
C -0.47694 -0.04568 -0.03787
H -1.56663 -1.84396 0.34816
O 2.79849 4.08033 -4.27273
N -0.61887 -1.39966 2.12782
H 1.96659 3.65489 -4.04172
C -1.35980 -2.33667 2.96803
H -0.77281 -2.64208 3.83238
H -1.26256 -1.01438 -1.78136
C -1.27472 -0.95582 0.97048



[8]
22
Properties=species:S:1:pos:R:3 method="wB97M-V/def2-TZVPD" multiplicity=1 e_lumo_ev=0.689 total_energy_ha=-329.411494 homo_energy_ha=-0.31838 smiles=CC[C@H](C)CN.O gap_ev=9.3522
C -0.71209 -1.98985 1.06719
H 2.16096 1.61302 2.82308
H 0.32293 -2.30507 1.45410
O 1.23899 1.46928 2.67610
H -0.24348 0.13847 1.06808
H -1.97665 2.02111 -1.77237
C -0.88404 -0.50706 0.46941
H 1.14587 0.85021 3.33798
H 1.65120 -0.55485 -2.07313
H 1.73332 -0.64017 -0.26129
H 1.08032 -1.98804 -1.10252
H 0.87674 1.33387 -1.04197
C -0.18101 1.27416 -0.99613
H -0.16268 1.85868 0.01671
H -1.27794 -1.97148 2.08156
C -0.27341 -0.29119 -0.95771
H -1.27504 -2.64680 0.35911
N -1.03575 1.67797 -2.08643
H -0.89536 -0.80185 -1.77110
H -1.86987 0.03781 0.56414
H -0.61726 2.31908 -2.72078
C 1.19428 -0.89730 -1.13403



[9]
22
Properties=species:S:1:pos:R:3 method="wB97M-V/def2-TZVPD" multiplicity=1 e_lumo_ev=0.915 total_energy_ha=-329.459153 homo_energy_ha=-0.30610 smiles=CCCNCC.O gap_ev=9.2445
H -0.07217 -3.26884 1.29768
H 0.46591 2.24161 -0.49921
C 0.99638 1.61345 0.20822
H -2.66547 0.40409 -1.12082
H -1.78844 0.20861 -2.65077
H -0.83917 0.97866 1.10506
H -1.12924 1.31250 -1.54068
C 0.09414 1.41905 1.43320
H 1.89587 2.21155 0.43350
H -1.11005 -1.72742 -1.42107
H 1.94024 -0.25965 0.53462
H -0.10351 2.36974 1.93502
N 0.61655 -0.57063 -1.08698
C -1.67670 0.37414 -1.57216
H 0.59991 0.80133 2.17712
C -0.83097 -0.77079 -0.97766
H 2.49745 0.38813 -0.83982
H 0.26896 -3.54249 2.73173
C 1.53292 0.27347 -0.34450
H -1.03870 -0.85232 0.08788
O -0.43666 -3.16076 2.18894
H 0.78274 -0.44342 -2.07929



[10]
22
Properties=species:S:1:pos:R:3 method="wB97M-V/def2-TZVPD" multiplicity=1 e_lumo_ev=0.913 total_energy_ha=-329.457889 homo_energy_ha=-0.33933 smiles=CCCCCN.O gap_ev=10.1471
H -0.15298 -1.68906 2.44678
H 1.39848 -0.56333 -2.44041
H -0.70002 2.16907 -0.68748
C -1.05114 0.15068 -0.18046
H -0.89319 -1.63489 -1.28180
H -1.13730 -0.52788 0.69108
C -0.54860 1.50647 0.17505
H 0.79893 -0.37870 1.77564
H -2.08804 0.08763 -0.52334
C -0.20781 -0.80744 -1.05897
H 1.55141 1.06035 -0.18281
N 1.07825 0.59001 1.76416
H -1.19148 1.85623 0.98943
H -1.36287 -2.32576 1.68036
H -0.27402 -0.74489 -3.16719
C 0.34673 -0.29218 -2.39294
H 0.53240 -1.30631 -0.42746
H 0.17531 0.76762 -2.60022
H 2.06892 0.57615 1.91784
C 0.90258 1.48863 0.58685
O -0.47739 -2.44918 1.99873
H 1.23184 2.46677 0.91715



[11]
22
Properties=species:S:1:pos:R:3 method="wB97M-V/def2-TZVPD" multiplicity=1 e_lumo_ev=0.891 total_energy_ha=-329.472346 homo_energy_ha=-0.32682 smiles=CCCNCC.O gap_ev=9.7838
H -0.98462 -3.05323 2.23144
C 0.18133 -0.06252 -2.13741
C -0.05123 0.70138 1.46155
H -1.11660 2.32445 0.50472
H 1.81479 0.24112 0.31521
H 2.22324 -0.75058 -2.32393
C 1.57356 0.01801 -2.75725
C -0.78908 2.04628 1.50452
H -1.51880 -2.06202 1.25695
C 0.75884 0.52298 0.17870
N 0.13651 -0.44985 -0.74023
H 2.08009 0.97691 -2.59191
H -0.37676 -0.80620 -2.71011
H -0.39038 0.85483 -2.27519
H -1.66358 2.02644 2.14342
O -1.66760 -2.37848 2.15928
H 0.59879 -1.34025 -0.60109
H -0.11979 2.82995 1.84580
H -0.77356 -0.10358 1.51130
H 0.56746 0.54592 2.34516
H 1.53241 -0.08564 -3.84018
H 0.84995 1.48169 -0.34690



[12]
22
Properties=species:S:1:pos:R:3 method="wB97M-V/def2-TZVPD" multiplicity=1 e_lumo_ev=0.969 total_energy_ha=-329.479744 homo_energy_ha=-0.33809 smiles=CCCCCN.O gap_ev=10.1694
C -0.35949 0.45175 -0.14019
C -0.95524 -0.81938 -0.69972
C -2.02396 -1.52427 0.16147
H 0.37858 0.91369 -0.80320
H -0.34950 -0.27759 1.89778
H 1.39908 -1.32096 0.53679
H -1.08128 1.24109 0.06736
N 1.58316 -0.50605 1.11110
H 0.52033 1.20855 1.68471
O 5.90625 3.32370 -2.62596
H 5.95772 2.38297 -2.81451
H 5.76176 3.38590 -1.67754
H -1.36611 -0.64153 -1.67847
C 0.32260 0.26225 1.21177
H -2.37654 -2.36752 -0.42804
H -3.74942 -0.48348 -0.45737
H -2.86275 0.43438 0.66149
H -0.15141 -1.52985 -0.92732
H -1.52846 -1.85595 1.07002
C -3.18939 -0.58302 0.46790
H 1.89411 -0.81662 2.01771
H -3.73003 -0.87803 1.36423



M (computed, g mol⁻¹): 117.196 117.196 117.196 163.201 105.181 105.181 105.181 105.181 105.181 105.181 105.181 105.181